{
  "formula": "C26H36BiN4O2SeSi",
  "method": "ωB97M-V with the def2-TZVPD basis set",
  "species": ["Bi", "C", "C", "C", "N", "C", "C", "C", "C", "C", "C", "C", "N", "C", "C", "C", "N", "C", "C", "C", "C", "C", "C", "C", "N", "C", "C", "H", "H", "H", "H", "H", "H", "H", "H", "H", "H", "H", "H", "H", "H", "H", "H", "H", "H", "H", "H", "H", "H", "H", "H", "H", "H", "O", "C", "O", "H", "C", "Si", "C", "C", "Se", "H", "H", "H", "H", "H", "H", "H", "H", "H"],
  "positions_angstrom": [[0.39783, -2.34360, 0.15681], [0.10786, -0.60745, -3.57477], [0.84052, 0.26001, -2.53777], [2.08856, -0.40473, -1.92097], [1.93479, -0.69137, -0.42347], [2.92436, -0.44511, 0.40939], [3.82851, 0.65200, 0.16175], [5.17036, 0.78695, 0.44179], [5.95670, 0.06025, 1.36163], [5.45311, -0.95407, 2.18764], [4.16324, -1.45329, 2.36349], [2.99401, -1.28099, 1.62072], [1.82154, -1.86437, 1.93990], [1.55224, -2.64784, 3.14623], [0.07170, -3.00835, 3.34419], [-1.00827, -2.03256, 3.06289], [-1.22406, -1.72974, 1.60696], [-2.21457, -0.92312, 1.23580], [-2.97987, -0.24134, 2.21669], [-4.15307, 0.49168, 2.23005], [-5.08413, 0.54057, 1.17341], [-4.87651, 0.01623, -0.08799], [-3.66684, -0.21701, -0.75436], [-2.47510, -0.84916, -0.21050], [-1.60313, -1.44027, -0.99288], [-1.90272, -1.71190, -2.41848], [-1.40256, -0.70346, -3.47341], [0.47814, -1.65159, -3.56943], [0.41143, -0.15945, -4.56723], [0.17579, 0.57469, -1.70418], [1.14065, 1.22683, -3.02238], [2.98281, 0.22918, -2.05682], [2.34223, -1.37532, -2.42116], [3.32028, 1.44518, -0.42435], [5.68670, 1.55605, -0.09448], [7.05002, 0.28728, 1.44211], [6.21042, -1.41421, 2.84021], [4.11602, -2.18123, 3.16996], [1.91700, -2.12205, 4.05032], [2.13217, -3.57531, 3.10958], [-0.15343, -3.31539, 4.36207], [-0.13695, -3.88314, 2.69523], [-0.77603, -1.06397, 3.56561], [-1.92934, -2.42734, 3.53813], [-2.48040, -0.24994, 3.19349], [-4.41540, 0.95115, 3.17387], [-6.10657, 0.91676, 1.40036], [-5.74610, -0.00091, -0.75423], [-3.66259, -0.00853, -1.77953], [-2.97702, -1.88333, -2.49893], [-1.49019, -2.70077, -2.64033], [-1.81039, 0.32611, -3.29765], [-1.86115, -1.01913, -4.42939], [2.18959, -4.01057, -0.96558], [1.32460, -4.59705, -1.65806], [0.17982, -4.24064, -1.97259], [1.62677, -5.57983, -2.12410], [0.29060, 4.79370, -1.63821], [-0.90782, 4.20494, -0.31175], [-2.33163, 3.20164, -1.10436], [-1.68063, 5.73219, 0.51750], [0.10685, 2.84768, 1.11929], [-0.23435, 5.57846, -2.18246], [0.58792, 3.96540, -2.29888], [1.17627, 5.20238, -1.14594], [-2.96243, 3.85139, -1.69236], [-2.98971, 2.83890, -0.28357], [-1.95237, 2.36359, -1.68687], [-2.04676, 6.40747, -0.32114], [-0.94843, 6.30541, 1.11963], [-2.56091, 5.39536, 1.08385]],
  "forces_ev_per_angstrom": [[0.2187, -0.0395, -0.8225], [0.7507, -0.0906, -1.2237], [-0.1005, 0.7185, 0.5466], [0.3545, 0.1476, 0.9177], [0.1192, -0.5016, -1.3647], [0.0777, 0.3181, -0.4826], [-0.5379, -0.0309, -0.4574], [-0.1571, -0.5207, 0.8296], [0.1106, -0.7250, 0.0302], [0.9231, 0.7904, -0.2105], [0.3858, -0.1815, 0.1624], [-1.2833, -0.3189, 1.0386], [-0.2812, 0.1553, -0.3463], [0.8755, 0.7303, 0.4214], [0.3390, -1.2690, -1.0675], [-0.6081, 2.4457, -0.8027], [0.1543, -0.2472, 1.3335], [-0.8989, -0.2083, 0.5917], [0.8480, 0.3604, 0.7802], [-0.4570, -0.5399, -1.4027], [-0.7218, -0.4378, 1.4318], [0.4162, 1.0497, -1.0124], [0.5483, -1.2114, 2.6108], [-0.8717, 1.1506, -0.9465], [0.8324, -0.2471, -0.2597], [0.1309, -0.0533, 0.5135], [-0.9906, 0.8657, 0.2943], [0.1214, 0.4369, 0.0347], [-0.5439, -0.7501, 0.7112], [0.3028, -0.2358, -0.4094], [-0.1989, -0.8124, 0.4398], [-0.4805, -0.2846, 0.0947], [-0.4165, 0.5546, 0.5471], [0.6393, -0.5665, 0.2536], [0.0987, 0.6239, -0.0928], [-1.1837, -0.1910, -0.1616], [-0.4016, 0.2105, -0.1904], [-0.2586, -0.0129, -0.1828], [-0.1018, 0.0926, -0.3322], [-0.0243, -0.1916, 0.0917], [0.6319, -0.3101, 0.1969], [0.0287, 0.0206, 0.3656], [-0.0732, -0.5331, -0.0599], [0.1586, 0.3008, -0.5177], [-0.3164, 0.0479, -0.4513], [-0.0322, 0.0733, -0.0328], [0.8861, -0.2665, -0.1650], [0.2040, 0.4408, 0.1466], [-0.1390, -0.3809, -1.4634], [-0.2151, 0.3558, -0.1449], [0.4018, 0.2074, 0.0178], [0.1331, -0.7309, 0.0950], [0.3971, 0.0156, 0.2420], [-0.2578, 0.2879, 0.2266], [0.8388, -1.1944, -1.0095], [-0.5734, 0.7725, 0.3397], [0.1416, 0.1940, 0.3828], [-0.2941, -0.0719, 0.0691], [0.2313, -1.1763, 0.8235], [-0.1874, 0.5447, 0.9197], [-0.2019, 0.6119, -1.3081], [0.1075, -0.0606, 0.0101], [0.2332, 0.1418, -0.4411], [-0.1046, 0.3173, 0.1341], [-0.0454, 0.0009, -0.1155], [-0.2863, 0.1725, -0.6731], [0.5642, -0.0485, -0.4051], [-0.0548, -0.0397, -0.0206], [0.2556, -0.5245, 0.9370], [-0.5305, -0.4372, -0.1317], [0.3691, 0.2856, 0.1267]],
  "mulliken_charge": [0.923, -0.949, 0.232, -1.398, 0.152, 0.574, -1.075, -0.244, -0.415, -0.452, -0.558, 0.366, -0.082, -0.742, -1.483, -0.676, -0.157, 0.806, -0.298, -0.741, -0.310, -1.086, -0.546, 1.193, -0.111, -1.413, -0.414, 0.423, 0.352, -0.025, 0.376, 0.675, 0.311, 0.624, 0.395, 0.261, 0.260, 0.270, 0.480, 0.406, 0.519, 0.280, 0.466, 0.516, 0.086, 0.405, 0.305, 0.276, 0.477, 0.599, 0.412, 0.103, 0.410, -0.588, -0.133, -0.499, 0.395, -0.899, 0.257, -0.319, -1.019, -0.692, 0.326, 0.176, 0.236, 0.521, 0.032, -0.327, 0.282, 0.250, 0.244],
  "energy_ha": -4287.3749,
  "mol_weight_g_mol": 752.6,
  "total_charge": -1,
  "de_lowest_ev": 1.0438
}



{
  "formula": "C26H36ClN3O2Tb",
  "method": "ωB97M-V with the def2-TZVPD basis set",
  "species": ["Tb", "Cl", "N", "N", "C", "C", "C", "C", "C", "C", "H", "H", "H", "H", "H", "H", "C", "C", "C", "C", "H", "H", "H", "H", "H", "H", "O", "H", "H", "O", "H", "H", "C", "C", "C", "H", "H", "C", "C", "H", "C", "C", "C", "C", "H", "C", "H", "H", "H", "H", "H", "H", "H", "H", "C", "C", "C", "C", "C", "C", "N", "H", "H", "H", "H", "H", "H", "H", "H"],
  "positions_angstrom": [[-1.58737, -0.00453, -0.13514], [-3.02532, 0.55949, 1.99664], [-0.54485, 2.16342, -0.46713], [-0.74212, -2.22217, -0.17302], [-1.36138, 2.93470, -1.18290], [-1.30273, -3.02309, -1.06973], [0.53882, 3.04984, 0.07500], [-0.07439, 4.44080, -0.09290], [1.78752, 2.90965, -0.78978], [0.83458, 2.68470, 1.51939], [1.58764, 3.24200, -1.81945], [2.13671, 1.86869, -0.81294], [2.58585, 3.54214, -0.37672], [-0.04999, 2.83525, 2.15010], [1.64578, 3.32572, 1.89262], [1.14600, 1.63809, 1.62728], [0.25345, -3.02094, 0.61709], [0.07854, -4.42522, 0.04588], [-0.07692, -2.94283, 2.10110], [1.65661, -2.49891, 0.36461], [1.88060, -2.49799, -0.71047], [2.37903, -3.15153, 0.87487], [1.77972, -1.48283, 0.76148], [-1.13430, -3.18390, 2.27647], [0.14385, -1.94113, 2.49659], [0.54589, -3.66825, 2.64365], [-0.91571, -4.27710, -1.04277], [-0.32225, -5.14754, 0.77195], [0.99007, -4.83729, -0.40936], [-1.18904, 4.23113, -1.06567], [0.59346, 5.19706, -0.52799], [-0.51296, 4.82847, 0.83916], [-2.44736, 2.37416, -2.06558], [-2.33315, -2.58154, -2.07218], [-1.88197, -1.32521, -2.71700], [-3.25848, -2.34475, -1.52549], [-2.51747, -3.39481, -2.77494], [-2.14158, -0.10493, -2.23125], [-1.94569, 1.12810, -2.71511], [-3.35198, -0.13921, 0.97245], [-1.15741, 1.13442, -3.86258], [-0.71324, -0.06304, -4.39609], [-0.73807, 2.44140, -4.46830], [-1.08480, -1.29040, -3.86107], [-0.05686, -0.04769, -5.29337], [-0.59330, -2.57605, -4.44987], [-0.03444, -2.46139, -5.40148], [-1.41639, -3.28007, -4.67536], [0.10287, -3.12747, -3.78310], [-1.57024, 3.16128, -4.55551], [-0.31458, 2.34941, -5.49008], [0.05910, 2.96042, -3.89443], [-2.76223, 3.14140, -2.78140], [-3.31397, 2.09949, -1.44160], [3.65381, -0.22841, 2.58695], [2.55193, -0.08020, 3.56427], [2.69265, -0.02255, 4.98520], [1.40843, 0.14022, 5.49129], [0.52831, 0.17318, 4.37463], [-0.93688, 0.33383, 4.43209], [1.23715, 0.02365, 3.21560], [3.46060, 0.35205, 1.67585], [3.80011, -1.28283, 2.31036], [4.58520, 0.13165, 3.04201], [3.64945, -0.09210, 5.50817], [1.06880, 0.23568, 6.53428], [-1.45585, -0.56676, 4.08161], [-1.23270, 0.51473, 5.47183], [-1.26453, 1.18846, 3.83129]],
  "forces_ev_per_angstrom": [[1.6068, -0.1511, 2.1559], [0.2484, 2.5484, 3.9737], [-0.7860, 2.5922, -1.7977], [-0.4512, -2.4419, -1.5483], [1.6806, -2.0669, 1.9976], [1.0013, 1.9902, 2.0244], [-0.5922, -0.3866, 0.0248], [-0.6786, 0.2030, -0.2825], [0.1160, -0.0553, -0.2082], [0.1162, 0.2881, 0.0038], [0.0369, -0.1498, 0.1872], [-0.1112, 0.2557, 0.0282], [-0.1219, -0.1682, -0.0820], [0.1431, -0.0778, -0.0790], [-0.1485, -0.1622, 0.0650], [-0.0954, 0.2081, 0.0497], [-0.5280, 0.5369, -0.1962], [-0.4742, -0.4732, -0.5616], [-0.1140, -0.0824, 0.1739], [0.2968, 0.1751, -0.1061], [-0.0162, -0.0081, 0.1583], [-0.0796, 0.1791, -0.0885], [-0.0885, -0.2302, -0.0310], [0.2082, 0.0079, -0.0502], [-0.0036, -0.1851, -0.0524], [-0.1072, 0.1819, -0.0063], [0.5318, -1.2629, 0.2395], [0.0053, 0.2464, -0.2807], [-0.2710, 0.1511, 0.0952], [0.6086, 1.1953, 0.1628], [-0.2139, -0.2876, 0.0772], [-0.0032, -0.1613, -0.3507], [0.1447, 0.4944, 0.6305], [0.2008, -0.6063, 0.7846], [1.6385, 0.3360, -2.7795], [0.0401, -0.1548, 0.0757], [0.0071, 0.0377, 0.0463], [-4.4290, -0.2452, 2.2588], [1.4399, -0.0686, -2.6563], [-2.0713, -2.1804, -2.4817], [0.2991, 1.4740, -0.5011], [0.5193, -0.2255, -0.9052], [0.5887, 0.8519, -0.9247], [0.3602, -1.1620, -0.3477], [-0.5168, 0.0091, 0.6727], [0.6374, -0.9510, -0.8997], [-0.3144, 0.2139, 0.4409], [0.2399, 0.3146, 0.1582], [-0.4178, 0.3466, -0.0929], [0.2245, -0.2918, 0.0999], [-0.2689, -0.1971, 0.4712], [-0.4411, -0.3317, 0.0115], [0.0337, -0.1378, 0.1802], [0.1045, 0.2024, -0.0622], [0.2473, -0.1525, -0.1746], [-0.7114, 0.1914, 1.9273], [0.9134, -0.1128, -1.5355], [-1.6679, 0.1530, -0.0235], [1.8960, -0.2693, 0.8391], [-0.2254, 0.0076, 0.1170], [-0.0060, 0.0276, -0.0267], [0.0857, -0.1017, 0.0170], [0.1177, 0.1418, -0.1857], [-0.0618, -0.0833, -0.2026], [-0.3570, 0.0693, -0.0331], [0.3366, -0.0522, -0.5158], [-0.1191, 0.2010, -0.0169], [-0.0613, -0.0269, -0.1308], [-0.1214, -0.1297, 0.0695]],
  "mulliken_spin": [5.753, 0.100, -0.085, -0.146, 0.117, 0.320, 0.002, -0.006, 0.014, 0.026, 0.002, -0.003, 0.001, -0.016, -0.001, 0.021, -0.021, -0.022, -0.009, 0.025, -0.010, 0.001, 0.021, -0.025, 0.049, 0.001, -0.019, -0.004, 0.003, 0.003, -0.001, -0.002, 0.116, 0.262, -0.117, -0.313, 0.045, 0.545, -0.040, -0.431, 0.025, -0.035, -0.007, -0.007, -0.003, -0.017, 0.000, -0.003, 0.003, -0.001, 0.000, 0.002, 0.004, -0.109, 0.001, 0.001, 0.000, 0.001, 0.014, -0.015, 0.013, 0.000, 0.000, 0.000, 0.000, -0.001, -0.005, -0.001, -0.016],
  "energy_ha": -2611.5679,
  "mol_weight_g_mol": 617.0,
  "total_charge": -1,
  "de_lowest_ev": 1.2105,
  "multiplicity": 7
}